[1]
{
  "formula": "CH4NOP",
  "method": "ωB97M-V with the def2-TZVPD basis set",
  "homo_ev": [-8.5, -8.5],
  "e_above_lowest_ev": 4.166,
  "fmax_ha_per_bohr": 0.06926,
  "lumo_ev": [-0.71, -0.71],
  "orbital_gap_ha": [0.28500, 0.28495],
  "energy_ha": -511.711082,
  "species": ["P", "O", "N", "C", "H", "H", "H", "H"],
  "xyz": [[-1.80100, 1.00211, 0.38861], [-2.68455, 0.57744, -0.71036], [0.29253, -0.73859, -0.30640], [-0.18160, 0.27608, 0.07571], [2.24816, -0.85889, 0.22189], [-1.38069, 2.46098, 0.00213], [2.94125, -0.98511, 0.64550], [0.56590, -1.73402, -0.31708]],
  "nbo_charge": [1.08, -1.07, -0.57, 0.19, -0.03, -0.10, 0.03, 0.47]
}

=====

[2]
{
  "formula": "C68H61CaN6O5P2S2",
  "method": "ωB97M-V with the def2-TZVPD basis set",
  "total_charge": -1,
  "homo_ev": -3.8,
  "fmax_ha_per_bohr": 0.01621,
  "lumo_ev": 1.79,
  "orbital_gap_ha": 0.20673,
  "energy_ha": -5489.586779,
  "species": ["Ca", "S", "S", "P", "P", "O", "O", "O", "O", "O", "N", "N", "N", "N", "N", "N", "C", "C", "C", "C", "C", "C", "C", "C", "C", "C", "C", "C", "C", "C", "C", "C", "C", "C", "C", "C", "C", "C", "C", "C", "C", "C", "C", "C", "C", "C", "C", "C", "C", "C", "C", "C", "C", "C", "C", "C", "C", "C", "C", "C", "C", "C", "C", "C", "C", "C", "C", "C", "C", "C", "C", "C", "C", "C", "C", "C", "C", "C", "C", "C", "C", "C", "C", "C", "H", "H", "H", "H", "H", "H", "H", "H", "H", "H", "H", "H", "H", "H", "H", "H", "H", "H", "H", "H", "H", "H", "H", "H", "H", "H", "H", "H", "H", "H", "H", "H", "H", "H", "H", "H", "H", "H", "H", "H", "H", "H", "H", "H", "H", "H", "H", "H", "H", "H", "H", "H", "H", "H", "H", "H", "H", "H", "H", "H", "H"],
  "xyz": [[0.47789, -1.10623, 0.59797], [-1.73094, -0.43916, 3.16299], [1.21126, 1.17151, 2.12127], [-0.37490, 3.16308, 0.13698], [1.27414, -3.60658, -1.62893], [1.89759, -4.15868, 2.65677], [0.93315, -0.05240, -1.35244], [4.15247, 4.77364, -0.80413], [-1.36462, -0.58382, -4.83951], [1.94003, -2.59616, 1.05104], [-0.95444, -0.99044, -2.31745], [2.90323, 2.90612, -0.57789], [-1.24494, -3.04126, 1.17854], [-4.02599, 0.06549, 4.31774], [-1.15652, -1.55171, -1.08688], [-4.08699, -0.04284, 1.97033], [-2.51695, 3.05991, -3.32002], [-2.53846, -4.18717, 2.82770], [0.48941, 4.85529, -0.06537], [2.47229, -2.13593, -3.62402], [2.53563, -4.72904, -0.85365], [-1.34331, -3.66586, 2.35037], [-2.20686, -2.23528, -0.88157], [-1.08540, -4.47480, -2.84918], [-0.55784, 4.24721, 2.76250], [-3.67811, -4.04254, 2.05900], [1.42182, 1.45153, -3.60371], [-2.35352, -2.91175, 0.42808], [-2.45251, 3.00028, 2.00864], [4.09255, -6.57864, -1.10768], [-1.49325, -6.61340, -1.13506], [2.41345, 0.49413, 6.49597], [1.74217, -4.28549, -4.38930], [4.86135, 1.87501, 1.44953], [2.90262, -1.81968, -4.90708], [1.31208, 7.53600, -0.48201], [-3.09442, 3.24665, 3.21525], [-3.34185, -0.14655, 3.12641], [-1.19120, 3.52939, 1.74948], [1.72713, 2.17386, -4.74288], [1.82852, 5.15005, -0.38069], [2.17153, -3.97501, -5.67069], [2.78643, -4.73044, 0.52895], [0.39975, 0.50277, -3.59638], [-2.46010, 3.97623, 4.21001], [0.00012, 7.26279, -0.13707], [-5.35168, 0.25932, 2.03904], [-0.37697, 5.94827, 0.06009], [-2.44884, -6.31087, -2.09469], [2.03488, -0.58267, 5.70024], [0.99950, 1.93761, -5.90785], [-2.23845, -5.23885, -2.95443], [3.19628, -5.66999, -1.64691], [-3.01475, 4.10706, -0.79844], [2.94078, 4.16464, -0.55131], [-1.56768, 2.95761, -2.30957], [2.07430, 1.95324, 4.60254], [-3.72814, 3.68223, -3.06346], [4.33551, 0.02016, -0.16626], [-3.97351, 4.20294, -1.79675], [1.67238, -0.39327, 4.37538], [2.15358, -3.75766, 1.52086], [-5.33676, 0.36842, 4.41230], [1.67250, 0.88318, 3.78989], [4.32531, -6.58083, 0.26080], [-0.33165, -5.85600, -1.03807], [-3.58571, -3.39860, 0.83412], [4.25236, 2.42989, -0.95304], [2.20313, 6.48789, -0.59086], [-6.05274, 0.47020, 3.26310], [0.15218, -0.23312, -2.32217], [-0.10883, -4.78037, -1.89723], [2.75473, -2.73987, -5.93299], [-1.78666, 3.48482, -1.03727], [-1.17844, 4.46020, 3.98433], [1.89663, -3.37286, -3.34313], [5.08561, 3.71313, -1.04797], [-0.34404, 0.28852, -4.76988], [2.43314, 1.76347, 5.93044], [-6.07138, 0.39287, 0.72746], [3.66295, -5.67177, 1.06688], [4.90601, 1.41872, -0.00526], [-5.87967, 0.58406, 5.78687], [-0.02402, 1.00882, -5.92323], [-6.93289, 0.84983, 5.74368], [-2.95511, 4.16283, 5.15585], [1.64953, 8.54972, -0.66071], [4.60020, -7.28511, -1.75409], [3.22923, 6.70081, -0.84131], [-2.97863, -4.98711, -3.70548], [-7.10079, 0.72471, 0.85455], [2.03724, -4.69353, -6.47047], [5.85050, 3.75445, -0.27194], [2.73539, 2.61872, 6.52645], [-4.63012, -4.42969, 2.40209], [4.84331, -0.68976, 0.48956], [-0.73118, 8.05446, -0.02531], [-4.48048, 3.75993, -3.83938], [5.18176, 2.91506, 1.57271], [-2.97502, -2.35885, -1.64315], [-4.09717, 2.86615, 3.37440], [-0.94408, -3.62351, -3.50783], [0.44071, 4.63357, 2.60007], [3.07250, -2.48978, -6.93818], [-1.40319, 5.76652, 0.33575], [3.01223, -5.68912, -2.71311], [-0.63147, 2.45714, -2.52167], [4.43642, -0.33520, -1.19435], [5.51429, 1.25159, 2.06479], [1.94600, 1.61520, -2.66889], [1.40857, -1.25512, 3.77135], [-3.24259, 4.50359, 0.18330], [3.84443, 1.80525, 1.83823], [-4.91933, 4.68748, -1.58267], [3.27904, 0.00098, 0.10044], [-5.33357, 1.38793, 6.28476], [1.22678, 2.49257, -6.81142], [1.26394, -5.24123, -4.20646], [-1.64847, -7.44245, -0.45476], [-2.94877, 2.39793, 1.25630], [2.03063, -1.58760, 6.10876], [5.55214, 3.86853, -2.02036], [3.80720, -5.66356, 2.14004], [-2.30398, 2.63703, -4.29477], [2.51187, 2.91988, -4.72387], [-7.10391, 0.71513, 3.28020], [-0.65697, 5.00786, 4.75982], [-5.53451, 1.09944, 0.09290], [5.96045, 1.39695, -0.31723], [-0.60265, 0.82116, -6.81918], [-5.76902, -0.32035, 6.38773], [2.55218, -1.39517, -2.83767], [2.09842, 2.94806, 4.17031], [-2.55710, -4.68924, 3.78517], [-0.41426, -3.76115, 2.90632], [-6.06498, -0.56964, 0.21321], [0.40226, -6.10191, -0.27887], [-1.49521, -0.92538, -3.90989], [-3.44495, 0.03115, 5.14403], [-3.35244, -6.90367, -2.17265], [-4.45080, -3.27076, 0.19566], [4.13231, 1.95346, -1.93224], [3.32157, -0.83939, -5.10252], [5.01838, -7.29112, 0.69590], [2.69883, 0.34375, 7.53056]],
  "lowdin_charge": [1.12, 0.75, 0.47, 1.11, 1.16, 0.01, -0.19, -0.04, 0.03, -0.28, 0.04, 0.19, 0.06, 0.09, -0.10, 0.12, -0.07, -0.06, -0.24, -0.09, -0.28, -0.14, -0.10, -0.13, -0.11, -0.07, -0.05, -0.27, -0.13, -0.09, -0.09, -0.14, -0.11, -0.07, -0.07, -0.08, -0.10, -0.82, -0.41, -0.09, -0.11, -0.09, -0.13, -0.12, -0.10, -0.08, -0.33, -0.11, -0.11, -0.11, -0.09, -0.10, -0.09, -0.12, -0.31, -0.09, -0.15, -0.10, -0.06, -0.10, -0.14, -0.64, -0.31, -0.69, -0.09, -0.08, -0.04, -0.27, -0.03, 0.00, -0.49, -0.36, -0.09, -0.35, -0.08, -0.35, -0.11, -0.29, -0.12, -0.02, -0.03, -0.39, -0.01, -0.03, 0.08, 0.09, 0.10, 0.10, 0.11, 0.10, 0.07, 0.10, 0.11, 0.09, 0.10, 0.08, 0.10, 0.09, 0.07, 0.13, 0.09, 0.10, 0.11, 0.10, 0.09, 0.09, 0.07, 0.07, 0.08, 0.09, 0.08, 0.09, 0.03, 0.09, 0.04, 0.09, 0.10, 0.10, 0.10, 0.09, 0.09, 0.12, 0.11, 0.10, 0.09, 0.11, 0.10, 0.08, 0.13, 0.11, 0.09, 0.09, 0.08, 0.10, 0.10, 0.08, 0.11, 0.06, 0.14, 0.09, 0.11, 0.13, 0.10, 0.10, 0.08]
}

=====

[3]
{
  "formula": "C33H16Br2F5MgN6Se",
  "method": "ωB97M-V with the def2-TZVPD basis set",
  "total_charge": -1,
  "homo_ev": -4.4,
  "fmax_ha_per_bohr": 0.01856,
  "lumo_ev": 1.12,
  "orbital_gap_ha": 0.20308,
  "energy_ha": -9844.730022,
  "species": ["Br", "Br", "Se", "Mg", "F", "F", "F", "F", "F", "N", "N", "N", "N", "N", "N", "C", "C", "C", "C", "C", "C", "C", "C", "C", "C", "C", "C", "C", "C", "C", "C", "C", "C", "C", "C", "C", "C", "C", "C", "C", "C", "C", "C", "C", "C", "C", "C", "C", "H", "H", "H", "H", "H", "H", "H", "H", "H", "H", "H", "H", "H", "H", "H", "H"],
  "xyz": [[1.62543, 6.54974, 1.71715], [-5.46678, 3.34315, 0.56348], [-1.78146, 0.13148, -3.15898], [0.28548, 0.00149, 0.34278], [4.61799, 0.73924, -4.13284], [3.12159, -1.60939, -0.34500], [2.51876, 2.44732, -3.91556], [4.93233, -1.27336, -2.34551], [0.71570, 2.12450, -1.91947], [-0.03709, -0.24571, 2.39056], [1.99161, -7.70980, 6.81765], [-2.75670, -2.45327, -4.22081], [0.01140, -2.00511, 0.12065], [0.86963, 2.05747, 0.86454], [-1.46763, 1.04266, 0.15667], [0.49920, -3.97921, -0.89885], [3.86240, -0.46330, -2.25059], [2.07739, 2.48531, 1.19291], [-1.45785, 2.34187, 0.46336], [3.70828, 0.56160, -3.16673], [1.44709, -5.84955, 5.11431], [0.02717, -1.22925, 4.45696], [0.04130, -2.63886, -1.03728], [1.75027, -6.88558, 6.05258], [-0.17192, -4.49253, 3.96894], [2.17151, -4.14078, 3.58378], [2.91679, -0.61068, -1.25185], [0.84954, -3.78799, 3.33527], [-0.36135, 0.08619, 4.61664], [2.47272, -5.16255, 4.46653], [1.31842, 4.71321, 1.35893], [0.11759, -5.51579, 4.85105], [-3.84934, 1.05402, 0.06910], [0.05648, 4.28960, 0.99950], [0.50487, -2.65595, 2.43184], [1.71514, 1.21020, -2.04308], [-3.83309, 2.40031, 0.37449], [0.75898, -4.15671, 0.43200], [-2.62158, 0.42103, -0.05408], [1.80387, 0.19056, -1.11457], [0.20097, -1.43018, 3.06371], [-0.37984, 0.64159, 3.32509], [0.45171, -2.91422, 1.07709], [-2.63981, 3.07060, 0.56290], [-0.13687, 2.92807, 0.76814], [2.36399, 3.81192, 1.46815], [-2.37549, -1.43233, -3.81613], [2.62961, 1.42138, -3.05875], [-4.77342, 0.51844, -0.08250], [-0.67595, -6.05777, 5.34780], [3.35779, 4.12812, 1.74606], [-0.63031, 1.66174, 3.07482], [-0.74819, 5.00175, 0.90129], [1.12537, -5.04480, 0.92371], [3.50130, -5.42979, 4.66892], [-1.20183, -4.22829, 3.76594], [0.14649, -1.97345, 5.22860], [-0.59671, 0.59850, 5.53631], [-2.63755, 4.12253, 0.80191], [0.61900, -4.69377, -1.69670], [2.85475, 1.73000, 1.23535], [2.96799, -3.60661, 3.08139], [-2.56161, -0.62502, -0.32240], [-0.28089, -2.15063, -1.94993]],
  "nbo_charge": [0.07, 0.07, -0.44, 1.71, -0.30, -0.35, -0.30, -0.31, -0.36, -0.64, -0.33, -0.52, -0.65, -0.53, -0.55, -0.31, 0.22, 0.10, 0.15, 0.26, -0.20, -0.24, 0.08, 0.29, -0.20, -0.16, 0.35, -0.03, -0.34, -0.16, -0.03, -0.16, -0.27, -0.28, 0.18, 0.37, -0.04, -0.20, 0.13, -0.68, -0.02, -0.01, 0.00, -0.23, 0.29, -0.28, 0.02, 0.23, 0.24, 0.22, 0.24, 0.18, 0.23, 0.22, 0.22, 0.23, 0.21, 0.21, 0.22, 0.22, 0.22, 0.23, 0.25, 0.24]
}

=====

[4]
{
  "formula": "C4H9F3N2",
  "method": "ωB97M-V with the def2-TZVPD basis set",
  "homo_ev": [-8.1, -7.4],
  "e_above_lowest_ev": 3.223,
  "fmax_ha_per_bohr": 0.08209,
  "lumo_ev": [0.90, 0.27],
  "orbital_gap_ha": [0.33015, 0.28211],
  "energy_ha": -566.769811,
  "species": ["F", "F", "F", "N", "N", "C", "C", "C", "C", "H", "H", "H", "H", "H", "H", "H", "H", "H"],
  "xyz": [[-1.02086, -1.11302, 1.94801], [-0.55624, 0.97807, 1.87277], [-2.64912, 0.29660, 2.15672], [1.59070, 0.57466, 0.50139], [0.85720, -0.27985, -0.17350], [-1.46325, 0.03483, 1.43503], [2.35280, 1.74393, -0.10132], [-1.95374, -1.30638, -0.64210], [-1.63098, -0.01968, 0.01219], [-2.32579, -2.01685, 0.14249], [-1.00292, -1.88804, -0.93240], [3.36899, 1.82063, 0.25272], [0.72985, -1.15736, 0.29583], [2.27307, 1.92978, -1.10354], [1.83181, 2.61056, 0.34728], [1.87974, 0.47628, 1.45618], [-2.55165, -1.11926, -1.52299], [-1.85921, 0.95773, -0.57284]],
  "nbo_charge": [-0.33, -0.35, -0.36, -0.33, -0.44, 0.91, -0.42, -0.68, -0.21, 0.23, 0.22, 0.20, 0.33, 0.22, 0.20, 0.36, 0.23, 0.23]
}